Entry 1:
{"formula": "C4H9N2O", "method": "ωB97M-V/def2-TZVPD", "symbols": ["C", "C", "C", "C", "N", "N", "O", "H", "H", "H", "H", "H", "H", "H", "H", "H"], "positions_angstrom": [[2.268, -0.073, 1.018], [1.616, -0.465, -0.093], [-1.404, -0.213, -0.113], [0.803, 0.446, -0.967], [-1.543, -0.046, 1.154], [-2.277, -0.416, -1.090], [0.711, 1.749, -0.962], [2.901, -0.828, 1.517], [2.333, 0.888, 1.272], [1.615, -1.534, -0.325], [0.448, -0.037, -1.835], [-0.724, -0.220, 1.745], [-2.517, -0.241, 1.606], [-2.130, -0.746, -2.033], [-3.284, -0.466, -0.673], [1.183, 2.202, -0.221]], "nbo_charge": [-0.299, -0.311, 0.375, 0.356, -0.775, -0.782, -0.591, 0.240, 0.182, 0.249, 0.200, 0.432, 0.390, 0.442, 0.380, 0.513], "e_lumo_ev": -4.5, "gap_ev": 8.25, "multiplicity": 1, "total_charge": 1, "e_tot_ha": -342.205871, "homo_ev": -12.793}

---

Entry 2:
{"formula": "C47H58N12O6", "method": "ωB97M-V/def2-TZVPD", "symbols": ["C", "C", "C", "C", "C", "C", "C", "C", "C", "N", "H", "H", "H", "H", "H", "C", "H", "H", "C", "N", "C", "O", "C", "N", "H", "H", "H", "C", "C", "C", "N", "C", "N", "H", "H", "H", "H", "H", "H", "C", "O", "N", "H", "C", "C", "O", "N", "H", "C", "C", "O", "N", "H", "C", "C", "O", "N", "H", "C", "C", "O", "N", "H", "H", "H", "C", "C", "H", "H", "C", "C", "N", "H", "H", "H", "H", "H", "H", "H", "H", "H", "C", "C", "C", "C", "C", "C", "C", "H", "H", "H", "H", "H", "H", "H", "H", "C", "C", "C", "N", "C", "C", "C", "C", "C", "C", "H", "H", "H", "H", "H", "H", "H", "H", "C", "H", "H", "H", "H", "H", "H", "H", "H"], "positions_angstrom": [[-3.996, -2.947, -2.496], [-4.372, -2.189, -1.272], [-3.972, -2.370, 0.026], [-4.591, -1.341, 0.802], [-4.558, -0.987, 2.151], [-5.281, 0.111, 2.562], [-6.042, 0.863, 1.663], [-6.099, 0.534, 0.325], [-5.368, -0.569, -0.095], [-5.217, -1.111, -1.340], [-5.656, -0.776, -2.180], [-6.686, 1.112, -0.373], [-6.595, 1.717, 2.025], [-5.260, 0.403, 3.601], [-3.972, -1.552, 2.858], [-2.973, -3.369, 0.520], [-3.359, -3.909, 1.388], [-2.755, -4.088, -0.272], [-1.680, -2.635, 0.906], [-0.546, -3.534, 0.967], [0.701, -3.070, 0.887], [0.972, -1.875, 0.863], [1.768, -4.153, 0.770], [1.285, -5.386, 1.370], [1.793, -6.184, 1.006], [1.401, -5.369, 2.377], [2.689, -3.762, 1.237], [2.052, -4.364, -0.737], [0.957, -5.100, -1.423], [0.837, -6.423, -1.761], [-0.354, -6.648, -2.371], [-0.952, -5.488, -2.405], [-0.205, -4.510, -1.846], [-0.467, -3.532, -1.724], [-1.918, -5.315, -2.835], [1.538, -7.220, -1.613], [2.197, -3.384, -1.200], [2.976, -4.937, -0.842], [-0.670, -4.538, 0.966], [-1.407, -1.570, -0.160], [-1.057, -1.866, -1.303], [-1.654, -0.322, 0.225], [-1.804, -0.126, 1.211], [-1.517, 0.799, -0.687], [-0.025, 1.179, -0.730], [0.442, 2.044, -0.006], [0.686, 0.397, -1.547], [0.187, -0.344, -2.025], [2.074, 0.613, -1.906], [2.892, 1.108, -0.700], [3.638, 2.060, -0.740], [2.746, 0.310, 0.374], [2.113, -0.482, 0.357], [3.502, 0.491, 1.587], [2.569, 0.502, 2.796], [2.874, -0.011, 3.866], [1.400, 1.115, 2.587], [1.159, 1.454, 1.659], [0.389, 1.195, 3.627], [-0.331, -0.163, 3.651], [-1.407, -0.359, 3.113], [0.357, -1.107, 4.305], [0.032, -2.061, 4.271], [1.330, -0.924, 4.536], [0.916, 1.329, 4.580], [-0.593, 2.336, 3.384], [0.092, 3.648, 3.012], [0.650, 3.499, 2.087], [0.809, 3.926, 3.787], [-0.916, 4.783, 2.807], [-0.412, 5.806, 1.776], [-0.421, 5.327, 0.404], [-1.375, 5.113, 0.127], [0.097, 4.454, 0.339], [0.614, 6.095, 2.021], [-1.035, 6.704, 1.815], [-1.116, 5.286, 3.754], [-1.864, 4.374, 2.447], [-1.269, 2.037, 2.582], [-1.193, 2.466, 4.287], [4.003, 1.464, 1.505], [4.556, -0.622, 1.739], [5.430, -0.655, 0.521], [5.099, -1.468, -0.556], [5.857, -1.452, -1.713], [6.958, -0.619, -1.806], [7.297, 0.193, -0.738], [6.536, 0.176, 0.417], [6.800, 0.817, 1.246], [8.155, 0.845, -0.807], [7.550, -0.602, -2.710], [5.587, -2.088, -2.544], [4.239, -2.119, -0.484], [4.032, -1.572, 1.863], [5.135, -0.427, 2.641], [2.500, -0.359, -2.183], [2.194, 1.578, -3.106], [1.308, 2.764, -2.926], [1.617, 3.927, -2.284], [0.533, 4.756, -2.253], [-0.522, 4.121, -2.835], [-1.837, 4.533, -3.016], [-2.699, 3.669, -3.656], [-2.266, 2.422, -4.117], [-0.964, 2.008, -3.947], [-0.070, 2.856, -3.292], [-0.640, 1.046, -4.318], [-2.972, 1.778, -4.621], [-3.729, 3.957, -3.808], [-2.167, 5.500, -2.663], [0.460, 5.589, -1.690], [2.552, 4.210, -1.842], [1.925, 1.046, -4.020], [3.235, 1.895, -3.166], [-2.387, 1.962, -0.242], [-2.450, 2.693, -1.044], [-3.385, 1.611, 0.007], [-1.945, 2.439, 0.629], [-1.826, 0.453, -1.680], [-1.804, -2.128, 1.869], [-2.944, -2.777, -2.727], [-4.149, -4.015, -2.351], [-4.594, -2.623, -3.345]], "nbo_charge": [-0.658, 0.205, -0.149, -0.019, -0.214, -0.234, -0.220, -0.245, 0.122, -0.525, 0.411, 0.213, 0.213, 0.213, 0.217, -0.409, 0.224, 0.222, -0.170, -0.611, 0.689, -0.698, -0.120, -0.848, 0.375, 0.370, 0.200, -0.423, 0.066, -0.093, -0.465, 0.152, -0.542, 0.457, 0.190, 0.198, 0.228, 0.231, 0.442, 0.848, -0.766, -0.638, 0.452, -0.170, 0.812, -0.714, -0.639, 0.436, -0.129, 0.715, -0.636, -0.664, 0.446, -0.132, 0.699, -0.680, -0.625, 0.450, -0.136, 0.709, -0.686, -0.813, 0.392, 0.437, 0.222, -0.392, -0.398, 0.206, 0.201, -0.413, -0.209, -0.860, 0.354, 0.376, 0.185, 0.188, 0.204, 0.192, 0.215, 0.215, 0.256, -0.412, -0.029, -0.166, -0.231, -0.219, -0.199, -0.199, 0.209, 0.212, 0.212, 0.209, 0.190, 0.209, 0.234, 0.222, -0.414, -0.129, 0.020, -0.542, 0.195, -0.263, -0.232, -0.250, -0.206, -0.118, 0.208, 0.207, 0.211, 0.215, 0.440, 0.231, 0.209, 0.248, -0.615, 0.234, 0.228, 0.212, 0.229, 0.247, 0.242, 0.228, 0.218], "e_lumo_ev": 0.4, "gap_ev": 8.02, "multiplicity": 1, "total_charge": 0, "e_tot_ha": -2934.607135, "homo_ev": -7.634}

---

Entry 3:
{"formula": "C9H20BBrN3O3P", "method": "ωB97M-V/def2-TZVPD", "symbols": ["C", "P", "C", "B", "Br", "N", "C", "O", "H", "H", "H", "H", "H", "H", "C", "O", "N", "C", "C", "H", "H", "H", "H", "H", "H", "H", "C", "O", "N", "C", "C", "H", "H", "H", "H", "H", "H", "H"], "positions_angstrom": [[1.418, 1.206, -0.430], [1.140, 3.038, -0.581], [1.819, 3.614, -2.228], [-0.709, 3.482, -0.511], [-1.166, 5.296, 0.114], [-1.849, 2.619, -0.878], [-1.580, 1.982, -1.888], [-1.243, 1.175, -2.651], [0.577, 0.657, 0.013], [1.655, 0.779, -1.418], [2.290, 1.065, 0.236], [2.797, 3.143, -2.370], [1.886, 4.706, -2.189], [1.125, 3.325, -3.028], [2.072, 0.951, 3.026], [2.752, 0.673, 2.055], [1.794, 0.108, 4.038], [0.974, 0.502, 5.167], [2.336, -1.240, 3.994], [1.616, 1.947, 3.152], [1.553, 0.410, 6.089], [0.098, -0.147, 5.227], [0.645, 1.534, 5.058], [3.425, -1.195, 3.953], [1.979, -1.748, 3.097], [2.026, -1.796, 4.875], [-2.127, -4.455, -2.889], [-1.073, -4.857, -3.337], [-2.434, -3.157, -2.678], [-3.714, -2.746, -2.139], [-1.446, -2.142, -3.003], [-2.944, -5.143, -2.611], [-4.219, -2.091, -2.853], [-3.560, -2.204, -1.203], [-4.345, -3.612, -1.947], [-1.195, -2.206, -4.062], [-0.539, -2.319, -2.421], [-1.835, -1.154, -2.779]], "nbo_charge": [-0.938, 0.470, -0.871, 0.346, -0.104, -0.786, 0.907, -0.486, 0.231, 0.223, 0.294, 0.243, 0.243, 0.217, 0.532, -0.640, -0.425, -0.399, -0.418, 0.115, 0.197, 0.196, 0.214, 0.217, 0.215, 0.205, 0.528, -0.620, -0.431, -0.397, -0.420, 0.101, 0.195, 0.193, 0.211, 0.215, 0.214, 0.211], "e_lumo_ev": -0.1, "gap_ev": 7.90, "multiplicity": 1, "total_charge": 0, "e_tot_ha": -3685.176910, "homo_ev": -8.046, "smiles": "CP(C)B(Br)N=C=O.CN(C)C=O.CN(C)C=O"}

---

Entry 4:
{"formula": "C17H19NO", "method": "ωB97M-V/def2-TZVPD", "symbols": ["C", "C", "C", "C", "C", "C", "C", "C", "C", "N", "H", "H", "H", "H", "H", "H", "H", "H", "H", "C", "C", "C", "C", "C", "C", "C", "C", "O", "H", "H", "H", "H", "H", "H", "H", "H", "H", "H"], "positions_angstrom": [[-0.988, 3.377, 4.164], [0.328, 1.437, 3.008], [-0.018, 2.244, 4.156], [1.523, 0.809, 3.400], [1.029, 2.123, 5.068], [0.497, 0.111, 1.040], [1.808, -0.393, 1.396], [-0.278, 0.982, 1.765], [2.320, -0.060, 2.628], [1.852, 1.148, 4.666], [0.019, -0.326, 0.123], [2.330, -0.948, 0.569], [-1.285, 1.529, 1.569], [3.244, -0.507, 2.947], [-1.019, 4.145, 3.492], [-0.989, 3.965, 5.012], [1.127, 2.545, 6.088], [2.853, 0.930, 5.066], [-1.866, 2.791, 3.990], [0.691, 0.070, -2.683], [1.518, 0.215, -3.967], [-0.511, -0.887, -2.809], [-0.219, -2.270, -2.633], [-1.782, -0.550, -3.208], [-1.122, -3.305, -2.645], [-2.729, -1.594, -3.389], [-2.449, -2.911, -3.121], [-3.389, -3.876, -3.382], [1.209, -0.181, -1.778], [0.362, 1.110, -2.589], [2.490, 0.404, -3.634], [0.882, -2.526, -2.460], [-2.100, 0.488, -3.298], [-0.812, -4.289, -2.554], [-3.701, -1.303, -3.763], [-3.147, -4.812, -3.015], [1.168, 1.016, -4.719], [1.154, -0.698, -4.500]], "nbo_charge": [-0.635, -0.094, -0.095, 0.114, -0.029, -0.250, -0.226, -0.191, -0.223, -0.514, 0.215, 0.218, 0.228, 0.212, 0.215, 0.215, 0.211, 0.417, 0.212, -0.425, -0.617, -0.067, -0.189, -0.172, -0.274, -0.296, 0.312, -0.683, 0.213, 0.213, 0.217, 0.205, 0.216, 0.210, 0.223, 0.488, 0.205, 0.220], "e_lumo_ev": 0.8, "gap_ev": 8.49, "multiplicity": 1, "total_charge": 0, "e_tot_ha": -789.089124, "homo_ev": -7.703, "smiles": "Cc1c[nH]c2ccccc12.CCc1ccc(O)cc1"}